Entry 1:
{"formula": "C9H9IS", "method": "ωB97M-V/def2-TZVPD", "homo_lumo_gap_ev": [8.20, 6.12], "e_lumo_ev": [-0.28, -1.78], "largest_force_ev_per_a": 0.78, "relative_energy_kj_mol": 177.51, "multiplicity": 1, "e_tot_ha": -1044.0868, "elements": ["C", "C", "C", "C", "C", "C", "C", "C", "C", "S", "I", "H", "H", "H", "H", "H", "H", "H", "H", "H"], "coordinates": [[-2.77, 2.12, 0.03], [-2.07, 1.78, -1.12], [-2.77, 1.26, 1.12], [-1.38, 0.59, -1.19], [-2.09, 0.06, 1.06], [-1.40, -0.29, -0.10], [3.06, -1.77, 0.78], [3.43, -1.57, -0.68], [2.43, -0.74, -0.03], [-0.61, -1.82, -0.21], [2.08, 1.27, 0.17], [-3.31, 3.05, 0.07], [-2.07, 2.45, -1.97], [-3.31, 1.51, 2.01], [-0.84, 0.31, -2.08], [-2.10, -0.62, 1.89], [2.48, -2.65, 1.03], [3.76, -1.50, 1.56], [4.39, -1.14, -0.93], [3.10, -2.31, -1.40]]}

---

Entry 2:
{"formula": "C49H42N2O5TaTe", "method": "ωB97M-V/def2-TZVPD", "homo_lumo_gap_ev": 4.96, "e_lumo_ev": -10.74, "largest_force_ev_per_a": 3.27, "relative_energy_kj_mol": 343.83, "multiplicity": 1, "charge": 3, "e_tot_ha": -2702.3003, "elements": ["Ta", "O", "C", "C", "O", "O", "C", "C", "C", "C", "C", "C", "C", "C", "C", "C", "C", "C", "H", "H", "H", "H", "H", "H", "H", "H", "H", "H", "H", "C", "C", "C", "C", "C", "O", "C", "C", "C", "C", "C", "C", "C", "O", "C", "C", "C", "N", "C", "C", "Te", "C", "C", "C", "C", "C", "C", "C", "C", "C", "C", "C", "C", "H", "H", "H", "H", "H", "H", "H", "H", "H", "H", "H", "H", "H", "H", "H", "H", "H", "H", "H", "H", "H", "H", "H", "H", "C", "C", "C", "C", "N", "C", "C", "H", "H", "H", "H", "H", "H", "H"], "coordinates": [[0.05, 0.18, 0.22], [2.65, 0.61, -0.56], [2.96, -0.71, -1.06], [2.23, -1.67, -0.11], [2.27, -2.85, -0.14], [1.38, -0.97, 0.69], [2.18, -0.89, -2.37], [2.10, -2.12, -3.03], [1.47, -2.22, -4.26], [0.86, -1.11, -4.83], [0.86, 0.10, -4.15], [1.51, 0.21, -2.93], [4.46, -0.99, -1.00], [5.31, -0.05, -0.43], [6.67, -0.31, -0.32], [7.19, -1.51, -0.76], [6.35, -2.46, -1.32], [4.99, -2.21, -1.43], [3.26, 1.21, -1.00], [2.53, -3.01, -2.59], [1.47, -3.17, -4.78], [0.40, -1.18, -5.81], [0.39, 0.97, -4.59], [1.57, 1.19, -2.48], [4.94, 0.89, -0.04], [7.32, 0.44, 0.13], [8.25, -1.71, -0.67], [6.73, -3.41, -1.66], [4.36, -2.98, -1.83], [-6.12, 0.90, -3.50], [-4.86, 0.95, -2.69], [-4.27, 2.16, -2.33], [-3.09, 2.18, -1.60], [-2.41, 3.49, -1.27], [-1.85, 4.11, -2.15], [-2.44, 3.96, 0.14], [-2.83, 3.15, 1.21], [-2.78, 3.63, 2.51], [-2.37, 4.93, 2.75], [-2.02, 5.76, 1.70], [-2.04, 5.27, 0.40], [-2.50, 0.99, -1.22], [-1.30, 0.97, -0.58], [-3.12, -0.25, -1.45], [-4.27, -0.23, -2.26], [-2.65, -1.50, -0.84], [-1.48, -1.63, -0.23], [-1.23, -2.91, 0.45], [-0.42, -2.84, 1.75], [-0.58, -0.91, 2.73], [-2.64, -1.28, 3.21], [-2.80, -2.22, 4.23], [-4.08, -2.56, 4.63], [-5.18, -1.98, 4.01], [-5.00, -1.05, 3.00], [-3.73, -0.68, 2.59], [-3.63, -2.61, -0.86], [-4.91, -2.40, -0.33], [-5.84, -3.43, -0.33], [-5.53, -4.66, -0.88], [-4.27, -4.86, -1.44], [-3.33, -3.86, -1.43], [-6.39, 1.88, -3.89], [-6.94, 0.53, -2.89], [-6.02, 0.21, -4.34], [-4.72, 3.10, -2.63], [-3.21, 2.15, 1.03], [-3.09, 2.99, 3.33], [-2.36, 5.31, 3.77], [-1.73, 6.79, 1.89], [-1.78, 5.91, -0.44], [-4.72, -1.16, -2.56], [-0.69, -3.57, -0.22], [-2.19, -3.37, 0.69], [0.64, -3.01, 1.59], [-0.78, -3.58, 2.46], [-1.94, -2.66, 4.71], [-4.21, -3.27, 5.43], [-6.18, -2.25, 4.33], [-5.87, -0.59, 2.54], [-3.59, 0.07, 1.82], [-5.16, -1.44, 0.10], [-6.82, -3.25, 0.10], [-6.26, -5.45, -0.89], [-4.03, -5.81, -1.90], [-2.36, -4.02, -1.90], [2.65, 6.23, 0.58], [2.03, 4.88, 0.59], [2.00, 4.07, 1.73], [1.41, 2.83, 1.68], [0.83, 2.35, 0.56], [0.85, 3.12, -0.54], [1.43, 4.36, -0.57], [2.79, 6.63, 1.58], [2.06, 6.94, -0.01], [3.63, 6.18, 0.10], [2.45, 4.41, 2.65], [1.38, 2.20, 2.55], [0.36, 2.73, -1.43], [1.41, 4.94, -1.49]]}

---

Entry 3:
{"formula": "C3H8NOS2", "method": "ωB97M-V/def2-TZVPD", "homo_lumo_gap_ev": 9.53, "e_lumo_ev": -4.37, "largest_force_ev_per_a": 4.19, "relative_energy_kj_mol": 47.84, "multiplicity": 1, "charge": 1, "e_tot_ha": -1045.1932, "elements": ["C", "C", "C", "N", "O", "S", "S", "H", "H", "H", "H", "H", "H", "H", "H"], "coordinates": [[-1.02, 0.05, 0.79], [-1.00, -1.38, 0.20], [1.23, -0.39, 0.33], [0.37, 0.13, 1.19], [1.00, 1.23, -1.33], [0.60, -1.64, -0.65], [2.85, -0.13, 0.44], [-1.16, 0.75, 0.02], [-1.56, 0.03, 1.75], [-1.00, -2.16, 0.99], [-1.93, -1.55, -0.27], [1.58, 0.82, -2.04], [0.55, 0.94, 1.74], [0.41, 1.93, -1.81], [3.24, -0.31, -0.83]]}

---

Please write out number 1 again, unchanged.
{"formula": "C9H9IS", "method": "ωB97M-V/def2-TZVPD", "homo_lumo_gap_ev": [8.20, 6.12], "e_lumo_ev": [-0.28, -1.78], "largest_force_ev_per_a": 0.78, "relative_energy_kj_mol": 177.51, "multiplicity": 1, "e_tot_ha": -1044.0868, "elements": ["C", "C", "C", "C", "C", "C", "C", "C", "C", "S", "I", "H", "H", "H", "H", "H", "H", "H", "H", "H"], "coordinates": [[-2.77, 2.12, 0.03], [-2.07, 1.78, -1.12], [-2.77, 1.26, 1.12], [-1.38, 0.59, -1.19], [-2.09, 0.06, 1.06], [-1.40, -0.29, -0.10], [3.06, -1.77, 0.78], [3.43, -1.57, -0.68], [2.43, -0.74, -0.03], [-0.61, -1.82, -0.21], [2.08, 1.27, 0.17], [-3.31, 3.05, 0.07], [-2.07, 2.45, -1.97], [-3.31, 1.51, 2.01], [-0.84, 0.31, -2.08], [-2.10, -0.62, 1.89], [2.48, -2.65, 1.03], [3.76, -1.50, 1.56], [4.39, -1.14, -0.93], [3.10, -2.31, -1.40]]}